ORCA calculation (ωB97M-V with the def2-TZVPD basis set) on C62H87As3GeN3SbSc as an isolated structure.

Results
Energy above the lowest of the compared OMol25 structures with the same formula, charge and spin   6.98 kcal per mole
Kohn-Sham gap   4.417 eV
E_LUMO   1.4 eV
Net charge   -1

Cartesian coordinates (Å):
Sc  -0.044  0.973  -0.035
C  0.557  -3.261  -2.731
C  0.612  -2.285  -1.733
N  -0.212  -1.257  -1.660
C  -1.178  -1.169  -2.597
C  -1.349  -2.130  -3.623
C  -0.430  -3.195  -3.676
C  -2.408  -1.997  -4.557
C  -3.269  -0.951  -4.484
C  -3.112  0.055  -3.496
C  -3.958  1.180  -3.428
C  -3.736  2.120  -2.459
C  -2.681  1.938  -1.565
N  -1.846  0.913  -1.614
C  -2.061  -0.031  -2.556
H  1.281  -4.066  -2.725
H  1.363  -2.344  -0.959
H  -0.525  -3.940  -4.457
H  -2.523  -2.745  -5.333
H  -4.093  -0.868  -5.183
H  -4.767  1.277  -4.141
H  -4.360  2.994  -2.365
H  -2.509  2.651  -0.772
C  4.463  -1.647  0.350
As  2.925  -0.389  0.141
C  2.785  0.011  2.052
C  3.944  1.196  -0.464
C  4.221  1.325  -1.983
C  4.366  -0.054  -2.653
C  3.092  2.098  -2.676
As  1.275  1.317  -2.654
C  0.505  2.819  -3.666
C  1.420  0.169  -4.266
C  5.565  2.042  -2.243
As  6.051  3.928  -1.825
C  4.623  4.999  -2.666
C  5.430  4.144  0.015
H  5.355  -1.095  0.646
H  4.675  -2.198  -0.567
H  4.223  -2.368  1.132
H  3.704  0.454  2.436
H  2.576  -0.911  2.596
H  1.948  0.691  2.202
H  4.885  1.227  0.093
H  3.319  2.029  -0.135
H  3.467  -0.655  -2.498
H  5.219  -0.592  -2.234
H  4.523  0.057  -3.729
H  3.353  2.270  -3.726
H  2.965  3.068  -2.194
H  0.992  2.900  -4.639
H  0.655  3.741  -3.107
H  -0.566  2.666  -3.813
H  2.103  0.620  -4.987
H  0.430  0.094  -4.720
H  1.762  -0.838  -4.029
H  5.780  1.965  -3.316
H  6.355  1.465  -1.748
H  4.349  4.600  -3.642
H  5.003  6.011  -2.809
H  3.738  5.056  -2.032
H  5.967  3.480  0.693
H  4.360  3.963  0.091
H  5.618  5.172  0.324
C  -1.349  0.533  1.688
Ge  -2.603  1.824  2.350
C  -3.374  1.347  4.162
C  -4.731  1.133  4.403
C  -5.197  0.779  5.664
C  -4.310  0.642  6.721
C  -2.956  0.866  6.507
C  -2.502  1.211  5.243
C  -4.307  1.952  1.274
C  -4.947  0.731  1.040
C  -6.099  0.639  0.273
C  -6.657  1.784  -0.282
C  -6.037  3.007  -0.072
C  -4.871  3.082  0.682
C  -1.838  3.600  2.785
C  -0.558  3.603  3.335
C  0.046  4.780  3.750
C  -0.608  5.993  3.584
C  -1.880  6.012  3.034
C  -2.493  4.824  2.659
H  -2.022  -0.267  1.304
H  -5.440  1.242  3.590
H  -6.257  0.612  5.820
H  -4.672  0.364  7.705
H  -2.254  0.763  7.327
H  -1.440  1.369  5.081
H  -4.526  -0.171  1.476
H  -6.565  -0.326  0.112
H  -7.564  1.722  -0.873
H  -6.460  3.909  -0.503
H  -4.399  4.050  0.803
H  -0.030  2.659  3.424
H  1.035  4.760  4.190
H  -0.124  6.917  3.875
H  -2.398  6.955  2.900
H  -3.509  4.859  2.287
C  -2.313  -1.989  4.082
C  -0.917  -2.601  4.070
C  0.073  -1.564  4.596
C  -0.899  -3.854  4.937
Sb  -0.301  -2.910  1.928
C  1.198  -4.610  2.144
C  2.268  -4.187  3.146
C  1.858  -4.734  0.771
C  0.612  -5.958  2.549
C  -2.102  -4.009  1.116
C  -1.694  -4.772  -0.138
C  -2.761  -4.972  2.098
C  -3.087  -2.910  0.722
H  -2.570  -1.678  5.102
H  -3.079  -2.695  3.752
H  -2.348  -1.100  3.449
H  -0.190  -1.289  5.625
H  0.030  -0.661  3.978
H  1.100  -1.944  4.599
H  -1.239  -3.591  5.947
H  0.101  -4.278  5.029
H  -1.569  -4.626  4.552
H  2.653  -3.189  2.917
H  3.114  -4.886  3.107
H  1.896  -4.180  4.170
H  2.373  -3.807  0.503
H  1.127  -4.960  -0.010
H  2.602  -5.542  0.779
H  0.077  -5.900  3.497
H  1.419  -6.697  2.663
H  -0.071  -6.337  1.788
H  -1.050  -5.624  0.090
H  -1.174  -4.125  -0.842
H  -2.589  -5.159  -0.643
H  -2.084  -5.774  2.395
H  -3.640  -5.432  1.625
H  -3.105  -4.460  2.996
H  -2.637  -2.204  0.020
H  -3.431  -2.348  1.592
H  -3.968  -3.353  0.236
C  3.006  3.356  2.281
C  2.305  4.358  1.408
C  2.656  5.693  1.507
C  2.000  6.688  0.796
C  0.911  6.307  0.020
C  0.531  4.984  -0.114
C  -0.721  4.652  -0.874
C  1.266  3.913  0.514
N  1.052  2.618  0.269
H  3.477  3.856  3.132
H  3.790  2.809  1.747
H  2.287  2.626  2.651
H  3.462  5.965  2.187
H  2.298  7.727  0.875
H  0.324  7.069  -0.487
H  -0.917  5.367  -1.677
H  -1.585  4.662  -0.197
H  -0.638  3.650  -1.293